[1]
{
  "formula": "CCl2FNO",
  "method": "ωB97M-V/def2-TZVPD",
  "elements": ["C", "N", "O", "F", "Cl", "Cl"],
  "positions_angstrom": [[-0.27081, -0.28608, 0.39869], [1.30265, 0.47671, -0.38357], [1.04132, 1.31655, -1.08868], [-0.33711, -0.33150, 1.74841], [-0.11092, -1.88492, -0.19865], [-1.62514, 0.70925, -0.47621]],
  "forces_ev_per_angstrom": [[0.29, 1.50, -1.05], [-0.73, -1.43, 1.85], [-0.32, 0.92, -0.80], [-0.19, 0.71, -1.25], [-0.24, -0.46, -0.25], [1.20, -1.25, 1.50]],
  "multiplicity": 1,
  "homo_lumo_gap_ev": 8.769,
  "charge": 0,
  "e_tot_ha": -1188.22952,
  "e_lumo_ev": -0.691,
  "e_above_lowest_kcal_mol": 7.3,
  "homo_ev": -9.459
}

***

[2]
{
  "formula": "C3H7OS",
  "method": "ωB97M-V/def2-TZVPD",
  "elements": ["O", "C", "H", "H", "C", "C", "S", "H", "H", "H", "H", "H"],
  "positions_angstrom": [[1.35113, 1.96948, -2.29850], [1.65233, 1.81893, -1.14158], [2.35639, 1.03174, -0.83586], [1.26136, 2.48309, -0.35547], [-0.88838, -2.50222, 1.02467], [-1.29617, -1.06189, 1.31267], [-0.30564, 0.14997, 0.36582], [0.11995, -2.71505, 1.37657], [-0.92248, -2.66597, -0.05430], [-1.57170, -3.23054, 1.48499], [-1.16157, -0.85260, 2.37730], [-2.34916, -0.92385, 1.06287]],
  "forces_ev_per_angstrom": [[0.08, 0.10, -0.07], [0.00, 0.08, -0.27], [-0.05, -0.04, 0.16], [-0.02, -0.14, 0.09], [-0.37, -0.12, -0.12], [0.50, 0.15, -0.06], [-0.10, -0.01, 0.09], [0.11, 0.09, -0.04], [0.13, -0.03, -0.01], [0.00, 0.03, 0.10], [-0.18, -0.06, 0.06], [-0.10, -0.04, 0.07]],
  "multiplicity": 1,
  "homo_lumo_gap_ev": 6.637,
  "charge": -1,
  "e_tot_ha": -591.92908,
  "e_lumo_ev": 4.192,
  "e_above_lowest_kcal_mol": 24.6,
  "homo_ev": -2.445
}

***

[3]
{
  "formula": "C31H36Br2N5O3STeV",
  "method": "ωB97M-V/def2-TZVPD",
  "elements": ["V", "Br", "C", "Br", "H", "H", "N", "C", "C", "C", "C", "C", "C", "S", "O", "O", "N", "C", "N", "C", "C", "C", "N", "H", "H", "H", "H", "H", "H", "H", "H", "H", "C", "C", "O", "N", "Te", "C", "C", "C", "C", "C", "C", "C", "C", "C", "C", "C", "C", "C", "C", "C", "C", "C", "C", "H", "H", "H", "H", "H", "H", "H", "H", "H", "H", "H", "H", "H", "H", "H", "H", "H", "H", "H", "H", "H", "H", "H", "H", "H"],
  "positions_angstrom": [[-0.01999, -0.35722, -0.72278], [0.56957, -0.90999, 2.42847], [1.09448, -2.68788, 1.91992], [0.77991, -2.93689, 0.01493], [0.47970, -3.40643, 2.44726], [2.15150, -2.82159, 2.11394], [-4.17194, 1.16967, -7.11704], [-3.32433, 0.66192, -6.21939], [-2.18130, -0.06241, -6.63708], [-1.31186, -0.57422, -5.71661], [-1.56141, -0.38952, -4.34001], [-2.69494, 0.31565, -3.90604], [-3.55992, 0.82963, -4.82875], [-0.41360, -0.99468, -3.26016], [0.47604, -1.94198, -3.82647], [-1.09432, -1.42241, -1.95583], [0.41978, 0.25028, -2.48644], [1.78907, 0.11054, -2.19904], [1.92031, 0.14463, -0.85825], [3.15790, 0.00240, -0.34814], [4.22893, -0.13630, -1.19990], [3.96564, -0.17232, -2.57463], [2.73859, -0.06045, -3.08000], [-4.01001, 1.06382, -8.10422], [-4.97451, 1.70721, -6.84156], [-1.99874, -0.21094, -7.69265], [-0.44050, -1.12635, -6.03916], [-2.90381, 0.43258, -2.84827], [-4.44244, 1.36575, -4.50421], [3.25162, 0.03033, 0.72989], [5.23689, -0.22070, -0.82208], [4.76956, -0.29835, -3.29052], [-0.64817, 3.24754, -0.59320], [-1.32814, 2.12334, 0.10362], [-2.33980, 2.44705, 0.85786], [-0.93858, 0.88614, 0.00080], [-3.36990, 0.97055, 1.80542], [-4.87932, 2.02994, 2.81679], [-4.99453, 3.40131, 3.05039], [-4.03072, 4.46400, 2.61172], [-6.10727, 3.80974, 3.78462], [-7.04652, 2.92243, 4.29162], [-8.21440, 3.39887, 5.09384], [-6.85783, 1.55746, 4.06527], [-5.78272, 1.08277, 3.33690], [-5.59779, -0.40009, 3.15466], [-4.29352, 0.26396, 0.08431], [-5.15488, 1.07321, -0.67750], [-5.40192, 2.53526, -0.44480], [-5.82706, 0.46925, -1.73267], [-5.67274, -0.87770, -2.04322], [-6.43217, -1.50608, -3.16788], [-4.79353, -1.63946, -1.27673], [-4.09594, -1.10046, -0.20648], [-3.20908, -2.03233, 0.57382], [-1.33403, 4.08002, -0.72951], [-0.24142, 2.90793, -1.54426], [0.18083, 3.58694, 0.03465], [-3.08517, 4.07925, 2.25291], [-3.81857, 5.12378, 3.45228], [-4.46985, 5.08001, 1.82442], [-6.22387, 4.86906, 3.98033], [-8.28661, 4.48377, 5.08929], [-8.12028, 3.06689, 6.12899], [-9.14437, 2.98715, 4.70135], [-7.56476, 0.84531, 4.47353], [-6.40293, -0.93866, 3.65320], [-4.66906, -0.76916, 3.61025], [-5.64213, -0.71414, 2.10759], [-4.74791, 2.99015, 0.29055], [-6.42949, 2.69536, -0.11449], [-5.27185, 3.08374, -1.37872], [-6.50505, 1.07477, -2.32336], [-6.96058, -0.76369, -3.76283], [-7.17120, -2.20756, -2.77660], [-5.76467, -2.07203, -3.81905], [-4.65903, -2.68919, -1.51155], [-3.80971, -2.80476, 1.05728], [-2.61263, -1.55807, 1.35690], [-2.52219, -2.53973, -0.10328]],
  "forces_ev_per_angstrom": [[-0.33, -0.10, 0.56], [0.04, 0.01, -0.03], [0.01, 0.00, -0.01], [-0.10, 0.04, 0.05], [0.00, -0.01, -0.02], [0.00, 0.00, -0.03], [0.00, 0.01, -0.06], [0.06, -0.04, 0.05], [0.00, 0.00, 0.09], [-0.02, 0.02, 0.03], [0.21, -0.12, -0.04], [-0.07, 0.02, 0.12], [-0.01, 0.01, 0.00], [-0.12, 0.20, -0.25], [0.02, -0.05, 0.00], [-0.07, 0.05, -0.16], [-0.03, -0.31, 0.07], [0.21, 0.14, -0.34], [0.26, -0.15, -0.17], [0.23, 0.09, 0.00], [-0.13, 0.02, 0.10], [0.05, 0.00, 0.07], [-0.03, 0.06, -0.10], [0.00, -0.01, -0.02], [-0.03, 0.01, 0.02], [0.01, 0.00, -0.01], [0.03, -0.02, -0.01], [0.00, -0.01, 0.02], [-0.01, 0.00, 0.01], [0.03, -0.02, -0.01], [0.00, 0.00, 0.01], [0.00, 0.01, 0.00], [-0.01, 0.01, 0.02], [-0.13, 0.09, 0.12], [0.00, 0.07, -0.09], [-0.17, 0.01, 0.07], [0.08, 0.04, 0.06], [-0.07, 0.08, -0.06], [-0.04, -0.12, 0.05], [-0.02, 0.07, -0.04], [0.03, -0.09, 0.01], [0.09, -0.06, -0.06], [-0.06, 0.05, 0.02], [0.06, 0.02, -0.06], [-0.05, 0.15, 0.03], [-0.10, -0.15, -0.01], [-0.05, 0.02, -0.02], [-0.01, -0.08, -0.01], [-0.06, 0.09, 0.00], [0.07, 0.00, 0.02], [0.05, 0.01, 0.04], [-0.04, -0.02, -0.06], [0.05, 0.08, 0.03], [-0.05, 0.01, -0.11], [0.04, -0.08, 0.11], [0.00, 0.00, -0.01], [-0.01, 0.01, 0.00], [-0.01, 0.00, 0.01], [0.11, -0.07, -0.03], [-0.01, 0.02, -0.02], [0.01, -0.01, -0.02], [0.00, 0.01, 0.00], [-0.01, 0.00, 0.01], [-0.01, 0.00, 0.00], [-0.01, 0.00, 0.02], [-0.01, -0.01, 0.02], [0.05, -0.01, 0.04], [0.01, 0.00, 0.00], [-0.01, 0.02, 0.00], [0.08, 0.03, 0.05], [0.00, 0.01, 0.01], [-0.03, 0.00, 0.01], [-0.01, 0.01, -0.01], [0.01, -0.01, 0.00], [0.00, -0.01, 0.00], [-0.01, 0.00, 0.00], [0.01, -0.01, 0.00], [0.01, -0.01, 0.01], [0.01, 0.01, -0.05], [0.00, -0.04, -0.02]],
  "multiplicity": 2,
  "homo_lumo_gap_ev": [5.735, 6.246],
  "s2": 0.770,
  "charge": 3,
  "e_tot_ha": -8459.69822,
  "e_lumo_ev": [-9.825, -9.316],
  "e_above_lowest_kcal_mol": 0.6,
  "homo_ev": [-15.560, -15.562]
}

***

[4]
{
  "formula": "C3H6N2S",
  "method": "ωB97M-V/def2-TZVPD",
  "elements": ["N", "C", "C", "N", "C", "S", "H", "H", "H", "H", "H", "H"],
  "positions_angstrom": [[-0.71954, -0.72047, -1.78113], [-0.65687, -0.75591, -0.36307], [-1.81261, 0.01605, 0.39278], [-0.75589, 0.72545, 1.09041], [0.28638, 0.14530, 0.39074], [1.89616, 0.35358, 0.26604], [-0.01520, -0.17198, -2.23988], [-0.68390, -1.66376, -2.18139], [-0.59282, -1.75774, 0.00923], [-2.40881, 0.59435, -0.29363], [-2.43036, -0.64355, 1.04364], [-0.78081, 1.51793, 1.71769]],
  "forces_ev_per_angstrom": [[-0.10, -1.08, -0.91], [-1.31, 0.49, 0.41], [0.02, -1.37, 0.30], [1.28, -0.30, -0.52], [-0.29, 1.07, 0.41], [-0.26, 0.16, 0.25], [0.35, 0.29, 0.14], [0.01, 0.68, 0.22], [0.13, -0.68, 0.22], [-0.21, 0.32, -0.09], [0.22, 0.62, -0.36], [0.19, -0.20, -0.07]],
  "multiplicity": 1,
  "homo_lumo_gap_ev": 9.181,
  "charge": 0,
  "e_tot_ha": -625.57783,
  "e_lumo_ev": 0.706,
  "smiles": "N[C@@H]1CNC1=S",
  "e_above_lowest_kcal_mol": 27.7,
  "homo_ev": -8.475
}

***

[5]
{
  "formula": "C2H11NO2S",
  "method": "ωB97M-V/def2-TZVPD",
  "elements": ["N", "C", "C", "S", "H", "H", "H", "H", "H", "H", "H", "O", "H", "H", "O", "H", "H"],
  "positions_angstrom": [[2.21162, 0.42537, -1.15871], [0.97145, -0.01525, -0.49691], [0.85956, -1.49745, -0.51597], [-0.46861, -2.35858, 0.50823], [2.73670, 1.04299, -0.57070], [2.64163, -0.11247, -1.88081], [0.10388, 0.41026, -1.04655], [0.87732, 0.52196, 0.43484], [0.58090, -1.82671, -1.52895], [1.75288, -2.02564, -0.20709], [0.26367, -2.69679, 1.62781], [0.77639, 2.75521, -2.75575], [1.40658, 2.10251, -2.42107], [1.25892, 3.41566, -3.25714], [-5.32149, 0.32293, 4.47714], [-5.68595, -0.12944, 3.71457], [-4.96544, -0.33455, 5.07704]],
  "forces_ev_per_angstrom": [[-1.23, 0.86, 0.68], [-0.47, 1.35, -1.47], [-0.96, -1.90, 0.61], [0.64, 0.45, 0.31], [0.70, -0.29, -0.34], [0.27, -0.22, 0.13], [0.26, -0.38, 0.05], [0.36, -0.47, 0.71], [0.36, 0.09, 0.27], [0.39, 0.22, -0.19], [-0.33, 0.43, -0.88], [-0.33, -0.01, 0.04], [0.17, -0.01, 0.03], [0.18, -0.10, 0.04], [-0.01, 0.48, 0.09], [0.05, -0.25, 0.04], [-0.04, -0.23, -0.12]],
  "multiplicity": 1,
  "homo_lumo_gap_ev": 9.829,
  "charge": 0,
  "e_tot_ha": -686.18728,
  "e_lumo_ev": 0.712,
  "smiles": "NCCS.O.O",
  "e_above_lowest_kcal_mol": 17.6,
  "homo_ev": -9.117
}

***

[6]
{
  "formula": "C44H29I2NO4S",
  "method": "ωB97M-V/def2-TZVPD",
  "elements": ["C", "C", "I", "C", "I", "C", "C", "C", "C", "C", "C", "S", "C", "C", "C", "C", "C", "C", "C", "N", "H", "H", "H", "H", "H", "H", "H", "H", "H", "H", "H", "H", "H", "O", "C", "C", "C", "C", "C", "C", "C", "C", "O", "C", "C", "C", "C", "C", "C", "H", "H", "H", "H", "H", "H", "H", "H", "O", "C", "C", "C", "C", "C", "C", "C", "C", "O", "C", "C", "C", "C", "C", "C", "H", "H", "H", "H", "H", "H", "H", "H"],
  "positions_angstrom": [[-2.37518, -5.14942, 5.10803], [-2.17579, -5.63288, 3.70309], [-2.90496, -4.36964, 2.20249], [-1.56118, -6.74928, 3.33060], [-0.73502, -8.00806, 4.79298], [-1.36535, -7.23802, 1.94783], [-2.36753, -7.96624, 1.31715], [-2.20975, -8.39045, 0.01041], [-1.03951, -8.10168, -0.67742], [-0.02421, -7.39594, -0.05725], [-0.18650, -6.95590, 1.25394], [1.10591, -6.00172, 1.98560], [1.50695, -5.06208, 0.54212], [1.81589, -3.70670, 0.62337], [2.11229, -3.00536, -0.53267], [2.08834, -3.62447, -1.78334], [2.34948, -2.82090, -3.02732], [1.77921, -4.98179, -1.84422], [1.50163, -5.70125, -0.69229], [1.19393, -7.10695, -0.76748], [-2.85890, -4.17837, 5.12974], [-3.00600, -5.85537, 5.65330], [-1.41803, -5.09012, 5.62689], [-3.27959, -8.17771, 1.86161], [-2.99935, -8.94587, -0.47931], [-0.89038, -8.42105, -1.70018], [1.80471, -3.21569, 1.58835], [2.34974, -1.94964, -0.47838], [2.57716, -3.48018, -3.86481], [1.45745, -2.25151, -3.29275], [3.17213, -2.12346, -2.89147], [1.74898, -5.51051, -2.78884], [1.94288, -7.60002, -0.28148], [2.72958, 0.50892, -3.09814], [2.59448, 1.65116, -3.48469], [1.31550, 2.38388, -3.27315], [0.27670, 1.74066, -2.61122], [-0.91545, 2.40585, -2.38718], [-1.07640, 3.71754, -2.81851], [-0.04653, 4.36256, -3.48186], [1.15141, 3.69776, -3.71603], [2.24166, 4.40483, -4.44640], [2.09068, 5.53230, -4.86560], [3.52936, 3.67607, -4.64347], [4.57275, 4.32028, -5.29622], [5.78081, 3.66916, -5.47817], [5.95319, 2.37156, -5.00858], [4.91566, 1.72316, -4.36124], [3.70047, 2.37107, -4.17765], [0.41820, 0.72241, -2.27609], [-1.72240, 1.90732, -1.86711], [-2.00384, 4.23804, -2.62211], [-0.15653, 5.38212, -3.82408], [4.42373, 5.32946, -5.65400], [6.59240, 4.17266, -5.98650], [6.89967, 1.86655, -5.14893], [5.03327, 0.71337, -3.99345], [-2.32102, 4.41506, 0.37241], [-2.35478, 4.52777, 1.57976], [-1.90310, 5.78011, 2.24964], [-1.45857, 6.83841, 1.46679], [-1.05044, 8.01711, 2.06674], [-1.08487, 8.14463, 3.45114], [-1.52038, 7.09111, 4.23648], [-1.92906, 5.90498, 3.63998], [-2.37936, 4.77860, 4.50767], [-2.36427, 4.87224, 5.71590], [-2.84910, 3.53256, 3.83562], [-3.29841, 2.47575, 4.61752], [-3.74760, 1.31300, 4.01541], [-3.75146, 1.20019, 2.62931], [-3.30188, 2.24897, 1.84588], [-2.84783, 3.41780, 2.44432], [-1.43833, 6.72426, 0.39194], [-0.70441, 8.84030, 1.45593], [-0.76924, 9.06859, 3.91714], [-1.54691, 7.17266, 5.31412], [-3.28963, 2.57893, 5.69360], [-4.09618, 0.49053, 4.62572], [-4.10516, 0.29089, 2.16165], [-3.29581, 2.17513, 0.76741]],
  "forces_ev_per_angstrom": [[-0.10, -0.11, 0.00], [0.15, -0.15, 0.01], [-0.03, 0.06, -0.12], [-0.10, 0.11, -0.06], [0.01, -0.05, 0.10], [0.08, 0.11, -0.01], [-0.02, -0.01, 0.11], [0.01, -0.06, -0.12], [-0.03, -0.02, -0.06], [0.02, -0.03, -0.01], [-0.17, -0.01, 0.10], [0.00, 0.05, 0.05], [0.08, 0.19, -0.05], [-0.07, -0.20, 0.01], [0.01, -0.02, -0.08], [0.00, -0.09, 0.12], [-0.10, -0.30, -0.04], [0.00, 0.10, 0.04], [0.04, 0.08, 0.01], [-0.03, 0.05, 0.12], [0.04, 0.04, 0.01], [0.04, 0.00, 0.03], [0.02, 0.03, 0.01], [0.00, -0.01, -0.02], [0.01, 0.01, 0.02], [-0.01, -0.01, 0.00], [0.01, 0.04, -0.02], [0.01, 0.02, 0.04], [0.04, 0.03, -0.03], [0.06, 0.12, -0.03], [-0.03, 0.09, -0.01], [0.02, 0.04, -0.04], [0.03, -0.07, -0.11], [0.08, -0.02, 0.00], [-0.05, 0.00, 0.04], [0.04, 0.03, -0.02], [-0.08, 0.00, 0.02], [0.00, 0.00, 0.02], [0.00, 0.05, 0.02], [-0.07, -0.03, 0.01], [0.04, -0.02, -0.01], [-0.01, 0.02, 0.00], [0.01, 0.00, 0.01], [-0.03, -0.02, 0.04], [0.08, 0.00, -0.03], [-0.01, -0.01, 0.01], [-0.01, 0.01, 0.00], [0.07, 0.00, -0.04], [-0.04, 0.02, 0.00], [0.04, -0.01, -0.01], [-0.01, 0.01, 0.01], [0.00, 0.00, 0.02], [0.04, 0.01, -0.03], [-0.04, 0.01, 0.02], [0.01, 0.00, 0.00], [0.01, 0.00, -0.01], [-0.04, -0.01, 0.02], [-0.03, -0.01, -0.06], [0.03, -0.02, -0.01], [-0.03, -0.02, 0.03], [0.03, 0.07, 0.00], [0.00, -0.01, 0.01], [-0.01, -0.01, -0.01], [0.04, 0.07, -0.01], [0.00, -0.04, -0.03], [0.00, 0.00, 0.02], [-0.01, 0.00, 0.00], [0.00, 0.04, -0.03], [-0.03, -0.08, 0.00], [0.01, 0.01, -0.01], [0.00, 0.01, 0.00], [-0.02, -0.08, 0.01], [0.03, 0.04, 0.02], [-0.02, -0.04, -0.01], [0.00, 0.01, 0.00], [0.01, 0.01, 0.00], [-0.02, -0.04, 0.01], [0.01, 0.04, 0.01], [-0.01, -0.01, 0.00], [0.00, -0.01, 0.00], [0.02, 0.04, -0.01]],
  "multiplicity": 1,
  "homo_lumo_gap_ev": 7.065,
  "charge": 0,
  "e_tot_ha": -3043.45425,
  "e_lumo_ev": -1.072,
  "smiles": "C/C(I)=C(\\I)c1cccc2c1Sc1ccc(C)cc1N2.O=C1c2ccccc2C(=O)c2ccccc21.O=C1c2ccccc2C(=O)c2ccccc21",
  "homo_ev": -8.137
}